No. 1
A cluster of 12 separate species, C35H47BrCl34INO7 in total, computed with ωB97M-V with the def2-TZVPD basis set.

The structure (SMILES) is C[C@H](I)C[C@H](COCOCCO)O[C@@H](COc1ccccc1)[C@@](CC=O)(CC(=O)Cl)NCCCBr.ClC(Cl)Cl.ClC(Cl)Cl.ClC(Cl)Cl.ClC(Cl)Cl.ClC(Cl)Cl.ClC(Cl)Cl.ClC(Cl)Cl.ClC(Cl)Cl.ClC(Cl)Cl.ClC(Cl)Cl.ClC(Cl)Cl. As for the LUMO energy: -0.171 eV.

The geometry in ORCA input format:
```
! wB97M-V def2-TZVPD RIJCOSX def2/J DEFGRID3
* xyz 0 1
C -6.960 -1.874 0.163
C -5.482 -2.543 -0.018
I -4.780 -3.186 1.934
C -4.469 -1.697 -0.916
C -3.340 -0.848 -0.076
C -4.011 0.184 0.999
O -3.878 1.560 0.591
C -3.535 2.401 1.703
O -4.615 3.334 2.015
C -4.187 3.850 3.332
C -4.900 3.088 4.559
O -4.153 1.943 5.062
O -2.697 -0.046 -1.067
C -1.346 0.347 -0.874
C -0.631 0.081 0.515
O -0.092 -1.294 0.672
C 0.578 -1.224 1.960
C 2.074 -0.784 2.104
C 2.815 -0.647 3.486
C 1.986 -0.965 4.787
C 0.497 -1.430 4.707
C -0.172 -1.541 3.295
C -0.508 -0.183 -2.177
C 1.074 -0.171 -2.004
C 1.774 1.134 -1.455
O 3.016 1.052 -1.169
C -0.875 -1.783 -2.307
C -1.717 -2.100 -3.652
O -2.927 -1.853 -3.818
Cl -0.848 -2.868 -5.106
N -1.021 0.390 -3.461
C -0.386 1.682 -3.835
C -1.241 2.606 -4.833
C -1.462 4.053 -4.121
Br 0.290 4.999 -3.794
H -6.934 -0.742 0.075
H -7.670 -2.247 -0.673
H -7.379 -2.119 1.209
H -5.702 -3.515 -0.608
H -3.835 -2.455 -1.523
H -5.028 -0.940 -1.638
H -2.723 -1.663 0.432
H -3.468 -0.063 1.987
H -5.119 -0.014 1.187
H -3.325 1.850 2.681
H -2.560 2.960 1.412
H -4.511 4.948 3.343
H -3.039 3.825 3.408
H -5.960 2.741 4.304
H -4.939 3.854 5.430
H -4.745 1.158 5.053
H -1.325 1.505 -1.010
H 0.274 0.774 0.737
H -1.310 0.227 1.444
H 2.645 -0.534 1.143
H 3.904 -0.290 3.594
H 2.474 -0.845 5.815
H -0.099 -1.645 5.667
H -1.285 -1.857 3.241
H 1.405 -1.066 -1.348
H 1.533 -0.396 -3.046
H 1.243 2.137 -1.314
H 0.107 -2.385 -2.445
H -1.352 -2.207 -1.362
H -2.032 0.586 -3.427
H -0.268 2.295 -2.853
H 0.689 1.528 -4.240
H -0.553 2.832 -5.735
H -2.225 2.153 -5.191
H -2.053 4.774 -4.804
H -1.951 3.968 -3.091
C -1.982 -6.321 -6.696
Cl -0.978 -7.477 -5.809
Cl -1.362 -6.092 -8.338
Cl -3.666 -6.863 -6.737
H -1.942 -5.364 -6.178
C 5.239 2.413 0.922
Cl 6.149 1.079 1.648
Cl 4.325 3.287 2.160
Cl 6.327 3.513 0.061
H 4.534 1.996 0.204
C -6.369 1.893 -2.159
Cl -7.826 0.991 -1.713
Cl -5.051 0.782 -2.599
Cl -6.715 2.969 -3.522
H -6.061 2.502 -1.310
C -7.246 -6.704 0.406
Cl -6.231 -6.248 -0.970
Cl -6.248 -7.260 1.757
Cl -8.268 -5.348 0.904
H -7.892 -7.524 0.097
C 9.396 4.227 2.354
Cl 9.033 5.498 3.530
Cl 10.769 4.693 1.338
Cl 9.723 2.695 3.176
H 8.526 4.094 1.713
C -3.255 -0.859 5.907
Cl -2.256 -2.040 6.766
Cl -2.672 -0.621 4.250
Cl -4.948 -1.374 5.898
H -3.189 0.092 6.432
C 6.467 -0.894 -2.045
Cl 7.649 0.423 -2.035
Cl 6.134 -1.419 -3.701
Cl 7.041 -2.252 -1.066
H 5.540 -0.525 -1.609
C -9.331 4.818 0.580
Cl -11.090 4.635 0.549
Cl -8.792 5.293 2.192
Cl -8.544 3.318 0.052
H -9.057 5.609 -0.116
C 3.256 -4.893 2.857
Cl 2.797 -3.183 2.785
Cl 3.570 -5.383 4.529
Cl 1.994 -5.907 2.138
H 4.171 -5.027 2.283
C 13.313 2.092 -0.581
Cl 14.320 0.941 0.308
Cl 13.931 2.318 -2.224
Cl 11.631 1.547 -0.619
H 13.352 3.050 -0.066
C 16.946 -0.355 -2.519
Cl 18.127 0.963 -2.510
Cl 16.615 -0.881 -4.176
Cl 17.522 -1.712 -1.540
H 16.019 0.012 -2.084
*
```

Mulliken atomic charge list, values in e, 6 entries: C -0.4669; C -0.4411; I 0.0111; C 0.7871; C 0.0630; C 0.3575

***

No. 2
A structure of composition C37H41Cl6N5O10Si4TeZr, computed with ωB97M-V with the def2-TZVPD basis set.

As for the LUMO energy: -1.746 eV.

The geometry in ORCA input format:
```
! wB97M-V def2-TZVPD RIJCOSX def2/J DEFGRID3
* xyz 0 1
Zr 0.464 -1.018 -0.539
Cl 2.235 -4.596 5.844
C 2.114 -3.654 4.394
C 0.877 -3.190 3.985
C 0.800 -2.449 2.823
Cl -0.740 -1.796 2.347
C 1.918 -2.166 2.024
O 1.803 -1.503 0.881
C 3.154 -2.601 2.520
Cl 4.608 -2.089 1.729
C 3.258 -3.349 3.680
H -0.013 -3.397 4.562
H 4.228 -3.670 4.029
O -3.372 -0.340 -1.786
C -2.555 -0.999 -1.184
O -1.486 -0.468 -0.619
C -2.713 -2.481 -1.022
C -3.979 -3.013 -1.209
C -4.182 -4.372 -1.077
C -3.143 -5.238 -0.790
C -1.891 -4.700 -0.607
C -1.620 -3.319 -0.715
O -0.405 -2.865 -0.576
N -0.803 -5.635 -0.296
O -0.813 -6.704 -0.898
O 0.013 -5.323 0.536
N -5.530 -4.924 -1.262
O -5.662 -6.127 -1.150
O -6.426 -4.144 -1.509
H -4.800 -2.356 -1.457
H -3.315 -6.301 -0.718
O 1.378 -8.263 -0.428
C 2.573 -7.661 -0.585
O 3.600 -8.204 -0.292
C 2.496 -6.265 -1.121
C 1.681 -5.967 -2.204
C 1.513 -4.651 -2.604
C 2.145 -3.646 -1.886
C 3.010 -3.938 -0.845
C 3.203 -5.256 -0.477
N 1.757 -2.298 -2.127
C 2.050 -1.725 -3.222
C 1.336 -0.490 -3.581
C 1.680 0.251 -4.694
C 0.870 1.325 -5.033
C -0.243 1.594 -4.256
C -0.503 0.807 -3.143
N 0.271 -0.226 -2.810
H 0.664 -7.600 -0.485
H 1.134 -6.756 -2.703
H 0.829 -4.399 -3.406
H 3.500 -3.130 -0.327
H 3.866 -5.507 0.341
H 2.773 -2.134 -3.925
H 2.557 -0.009 -5.271
H 1.104 1.936 -5.895
H -0.910 2.410 -4.493
H -1.352 1.002 -2.498
C -0.982 6.172 3.414
Si -0.260 4.438 3.317
C 1.543 4.518 3.831
C -1.184 3.291 4.485
Si -0.514 3.591 1.123
Te 0.946 1.559 1.434
Si -2.782 3.105 0.723
C -3.225 1.497 1.578
C -3.152 3.016 -1.118
C -3.789 4.504 1.478
Si 0.509 5.025 -0.424
C -0.572 6.557 -0.586
C 2.225 5.485 0.179
C 0.622 4.209 -2.111
H -0.863 6.572 4.424
H -2.044 6.192 3.165
H -0.463 6.849 2.730
H 1.612 4.865 4.865
H 2.108 5.210 3.204
H 2.028 3.543 3.766
H -1.030 3.590 5.525
H -0.840 2.258 4.380
H -2.258 3.304 4.287
H -2.558 0.697 1.250
H -4.253 1.204 1.346
H -3.133 1.593 2.662
H -2.988 2.005 -1.496
H -2.546 3.719 -1.694
H -4.203 3.259 -1.298
H -3.667 4.532 2.563
H -4.851 4.353 1.267
H -3.506 5.482 1.081
H -0.687 7.073 0.368
H -1.571 6.293 -0.944
H -0.139 7.263 -1.300
H 2.175 6.220 0.986
H 2.814 5.919 -0.633
H 2.764 4.610 0.551
H -0.375 4.018 -2.517
H 1.160 3.260 -2.069
H 1.150 4.868 -2.807
Cl 4.167 2.870 -1.753
C 3.984 1.357 -0.829
Cl 4.300 1.680 0.895
Cl 5.185 0.164 -1.381
C 2.629 0.848 -1.216
N 1.511 0.950 -0.670
*
```

Mulliken atomic charge list, values in e, 6 entries: Zr 0.1485; Cl -0.2286; C 0.2517; C -0.8712; C 1.0914; Cl -0.1109

***

No. 3
A cluster of 10 separate species, H20O10 in total, computed with ωB97M-V with the def2-TZVPD basis set.

The structure (SMILES) is O.O.O.O.O.O.O.O.O.O. As for the LUMO energy: -0.836 eV.

The geometry in ORCA input format:
```
! wB97M-V def2-TZVPD RIJCOSX def2/J DEFGRID3
* xyz 0 1
O 0.962 -2.215 0.466
H 1.880 -1.933 0.401
H 0.941 -3.096 0.074
O -2.423 2.464 -2.115
H -1.648 1.940 -2.346
H -2.798 2.719 -2.962
O 2.431 2.468 0.347
H 2.853 3.064 -0.278
H 2.494 1.597 -0.060
O -0.421 0.206 0.093
H -0.122 -0.703 0.258
H 0.156 0.535 -0.601
O 0.136 1.444 -3.315
H 0.790 1.267 -3.996
H 0.611 1.936 -2.634
O 2.528 0.332 -1.666
H 2.302 0.019 -2.548
H 3.415 -0.011 -1.507
O 0.409 1.540 3.029
H 0.829 1.151 2.256
H 0.928 2.325 3.225
O -2.525 -2.919 0.186
H -1.724 -2.749 0.692
H -2.396 -2.460 -0.649
O -2.900 0.091 1.757
H -2.231 0.328 1.101
H -2.469 0.256 2.601
O -0.777 -2.928 2.991
H -0.010 -2.909 2.408
H -1.220 -3.759 2.792
*
```

natural (NBO) atomic charge list, values in e, 6 entries: O -0.9607; H 0.4868; H 0.4887; O -0.9395; H 0.4745; H 0.4628

***

No. 4
A structure of composition C35H48F21N4O16, computed with ωB97M-V with the def2-TZVPD basis set.

As for the LUMO energy: -3.020 eV.

The geometry in ORCA input format:
```
! wB97M-V def2-TZVPD RIJCOSX def2/J DEFGRID3
* xyz 1 1
C 2.256 1.561 -0.507
C 1.046 1.887 0.507
C -0.267 1.117 -0.050
O -0.810 1.399 -1.170
O -0.853 0.102 0.792
C -2.043 0.735 1.397
C -3.415 0.022 0.946
N -4.406 0.922 0.274
C -5.562 0.401 -0.440
N -6.412 1.571 -1.011
C -5.594 2.676 -0.554
N -5.737 4.026 -0.674
N -4.398 2.285 0.196
H 1.930 1.907 -1.554
H 3.186 2.115 -0.112
H 2.463 0.423 -0.598
H 1.301 1.466 1.547
H 0.830 3.007 0.640
H -2.004 1.860 1.173
H -1.949 0.589 2.546
H -3.117 -0.810 0.191
H -3.922 -0.424 1.888
H -5.838 -0.703 -0.567
H -6.544 4.486 -0.213
H -5.008 4.580 -1.166
H -3.730 2.967 0.577
C 0.842 -3.519 3.513
C 0.711 -2.040 3.820
O -0.101 -1.835 4.987
C 0.527 -1.972 6.178
O 1.693 -2.253 6.301
C -0.437 -1.678 7.325
F -1.642 -2.268 7.154
F -0.675 -0.353 7.456
F 0.026 -2.102 8.517
H -0.145 -3.981 3.425
H 1.390 -3.673 2.581
H 1.368 -4.043 4.315
H 0.205 -1.537 2.992
H 1.689 -1.564 3.935
C 7.705 0.227 -3.231
C 8.222 -0.370 -1.937
O 7.242 -0.242 -0.893
C 6.269 -1.180 -0.876
O 6.183 -2.084 -1.669
C 5.333 -0.953 0.309
F 4.985 0.346 0.457
F 5.896 -1.331 1.478
F 4.177 -1.642 0.204
H 7.389 1.262 -3.077
H 8.477 0.204 -4.003
H 6.834 -0.321 -3.598
H 9.106 0.179 -1.607
H 8.521 -1.414 -2.066
C -8.388 9.081 0.561
C -7.706 9.263 -0.781
O -6.282 9.363 -0.616
C -5.615 8.196 -0.496
O -6.141 7.108 -0.515
C -4.114 8.449 -0.380
F -3.822 9.452 0.476
F -3.567 8.787 -1.567
F -3.436 7.366 0.060
H -8.101 9.880 1.249
H -9.474 9.086 0.446
H -8.094 8.137 1.027
H -8.036 10.199 -1.237
H -7.962 8.459 -1.477
C -4.661 -3.438 3.851
C -4.493 -4.813 4.466
O -4.752 -5.838 3.494
C -3.727 -6.141 2.666
O -2.647 -5.605 2.702
C -4.120 -7.275 1.723
F -5.353 -7.106 1.194
F -4.134 -8.470 2.352
F -3.276 -7.403 0.679
H -5.649 -3.340 3.391
H -4.544 -2.659 4.608
H -3.924 -3.267 3.061
H -5.223 -4.949 5.267
H -3.502 -4.938 4.910
C -5.275 -1.936 -6.871
C -6.502 -2.271 -6.046
O -6.235 -2.092 -4.644
C -6.335 -0.828 -4.180
O -6.621 0.125 -4.859
C -6.078 -0.793 -2.675
F -5.006 -1.538 -2.313
F -7.130 -1.272 -1.971
F -5.841 0.490 -2.201
H -4.412 -2.515 -6.530
H -5.449 -2.149 -7.927
H -5.009 -0.880 -6.770
H -6.761 -3.323 -6.184
H -7.370 -1.684 -6.357
C 3.262 -0.335 -6.213
C 4.324 -0.688 -7.236
O 4.869 0.500 -7.830
C 5.836 1.126 -7.121
O 6.242 0.749 -6.049
C 6.360 2.338 -7.887
F 5.366 3.079 -8.426
F 7.165 1.976 -8.910
F 7.079 3.174 -7.112
H 2.494 0.301 -6.660
H 2.789 -1.238 -5.820
H 3.691 0.223 -5.377
H 3.875 -1.267 -8.046
H 5.115 -1.305 -6.800
C 6.886 -2.234 5.920
C 7.568 -2.061 4.577
O 8.990 -1.952 4.743
C 9.662 -3.119 4.874
O 9.140 -4.206 4.864
C 11.162 -2.859 4.991
F 11.449 -1.846 5.838
F 11.710 -2.529 3.799
F 11.844 -3.933 5.440
H 7.168 -1.428 6.602
H 5.799 -2.236 5.804
H 7.184 -3.172 6.395
H 7.233 -1.131 4.113
H 7.316 -2.873 3.889
*
```

Mulliken atomic charge list, values in e, 6 entries: C -0.9303; C -0.2084; C 0.4152; O -0.5808; O -0.2909; C -0.5836

***

No. 5
A structure of composition C3H14NNiS, computed with ωB97M-V with the def2-TZVPD basis set.

As for the LUMO energy (spin up / spin down): 3.266 / 3.180 eV.

The geometry in ORCA input format:
```
! wB97M-V def2-TZVPD RIJCOSX def2/J DEFGRID3
* xyz -1 3
C 2.414 -1.481 -0.316
Ni 1.183 -0.169 -0.413
N -0.092 1.170 -1.147
H 1.834 0.041 -1.812
H -1.108 0.936 -1.308
H 1.983 1.155 -1.017
H 3.133 -1.379 -1.186
H 1.572 -2.287 -0.296
H 2.972 -1.101 0.629
H -0.181 2.063 -0.621
H 0.180 1.507 -2.086
C -2.111 -0.988 0.199
S -0.537 -0.709 1.096
C -0.932 0.888 1.895
H -1.922 -1.408 -0.794
H -2.703 -0.069 0.130
H -2.658 -1.727 0.794
H -1.887 1.284 1.537
H -1.012 0.656 2.960
H -0.129 1.620 1.755
*
```

natural (NBO) atomic charge list, values in e, 6 entries: C -1.1621; Ni 0.3977; N -1.1360; H -0.1277; H 0.3344; H -0.3295

***

No. 6
An isolated molecule of H4N2O2S2, computed with ωB97M-V with the def2-TZVPD basis set.

The structure (SMILES) is NS(=O)#S(N)=O. As for the LUMO energy: -0.004 eV.

The geometry in ORCA input format:
```
! wB97M-V def2-TZVPD RIJCOSX def2/J DEFGRID3
* xyz 0 1
N 1.400 -1.274 -0.128
N -1.400 1.313 -0.079
O 1.313 1.191 -0.048
O -1.330 -1.216 0.023
S 1.185 0.047 0.886
S -1.179 -0.053 0.924
H 0.447 -1.512 -0.399
H 1.928 -2.139 0.337
H -1.983 1.991 0.425
H -0.528 1.662 -0.527
*
```

natural (NBO) atomic charge list, values in e, 6 entries: N -1.0346; N -1.0390; O -0.9461; O -0.9460; S 1.1664; S 1.1516

***

E_tot, record by record: -556772.924; -182181.563; -20799.476; -132848.381; -56700.401; -28808.898 eV